# 1
The following is a DFT calculation (the ωB97M-V functional and the def2-TZVPD basis) of a cluster of 2 separate species, C6H13P in total.

Atoms and positions in Å:
P 1.21 -0.30 1.67
C 0.98 0.29 -0.01
C -2.10 -1.04 1.30
C -1.54 -0.53 0.11
C 1.63 -0.51 -1.14
C -1.85 -0.15 -1.08
C 0.66 1.69 -0.25
H 2.03 0.08 -2.09
H -1.29 -1.46 2.07
H -2.63 -0.18 1.92
H -0.23 1.96 -0.97
H 0.24 2.23 0.65
H 1.51 2.12 -0.71
H -1.16 0.37 -1.74
H 0.69 -0.94 -1.62
H -2.86 -0.28 -1.66
H 2.58 0.15 1.80
H 2.22 -1.36 -0.73
H 1.44 -1.63 1.13
H -2.91 -1.74 1.24

Summary:
Energy relative to the best compared isomer or geometry (same formula, charge and spin) in kcal per mole: 122.6
Gap between HOMO and LUMO (spin up / spin down) in eV: 7.71 / 8.30
Energy in eV: -15715.676
Total charge: 0

Atomic partial charges in e from the Mulliken method, atoms 1 to 2: P -0.119; C 0.459

# 2
The following is a DFT calculation (the ωB97M-V functional and the def2-TZVPD basis) of a structure of composition C3H5NO2.

Atoms and positions in Å:
O 0.92 1.48 1.36
O -0.98 -1.12 1.34
N 0.48 0.91 -0.99
C 0.35 0.72 0.41
C -0.20 -0.42 -1.15
C -0.41 -0.38 0.35
H 0.82 0.98 2.18
H 1.45 0.89 -1.32
H -1.89 -1.37 1.15
H 0.50 -1.20 -1.49
H -1.05 -0.39 -1.83

Summary:
Energy relative to the best compared isomer or geometry (same formula, charge and spin) in kcal per mole: 63.3
Gap between HOMO and LUMO in eV: 8.46
Energy in eV: -8774.950
Total charge: 0

Atomic partial charges in e from the Mulliken method, atoms 1 to 2: O -0.519; O -0.566

Q: Which value of energy relative to the best compared isomer or geometry (same formula, charge and spin) does entry 2 give?
A: 63.3 kcal per mole

Q: Look up the energy relative to the best compared isomer or geometry (same formula, charge and spin) of the first one.
A: 122.6 kcal per mole